Record 1
22
Properties=species:S:1:pos:R:3:nbo_charge:R:1 method="wB97M-V/def2-TZVPD" total_energy_ha=-549.8462 de_lowest_kj_mol=264.17 smiles="[H]/N=C(/C)OC.C/C=N/N=C=O" homo_lumo_gap_ha=0.374 homo_energy_ev=-9.7
H -0.332 1.879 1.010 0.3617
N -0.987 1.197 1.185 -0.7185
C -0.699 0.102 1.754 0.5899
C -1.610 -0.966 2.096 -0.7042
O 0.615 -0.212 2.400 -0.5645
C 1.715 0.629 2.238 -0.2727
H -2.431 -0.869 1.390 0.2419
H -2.065 -0.843 3.144 0.2522
H -1.077 -2.016 2.170 0.2535
H 2.610 0.261 2.900 0.2230
H 1.352 1.719 2.184 0.1748
H 2.205 0.432 1.133 0.1652
C -1.275 0.438 -3.441 -0.6553
C -0.473 0.004 -2.281 0.1182
N 0.719 -0.345 -2.483 -0.2519
N 1.463 -0.614 -1.349 -0.4191
C 2.539 -1.145 -1.148 0.8347
O 3.426 -1.526 -0.476 -0.4975
H -0.842 0.489 -4.386 0.2305
H -1.728 1.360 -3.105 0.2227
H -2.121 -0.163 -3.586 0.2250
H -1.005 0.190 -1.348 0.1902

***

Record 2
20
Properties=species:S:1:pos:R:3:nbo_charge:R:1 method="wB97M-V/def2-TZVPD" total_charge=-1 total_energy_ha=-722.1303 de_lowest_kj_mol=0.00 homo_lumo_gap_ha=0.261 homo_energy_ev=-3.2
N -1.883 0.958 1.442 -0.8813
C -1.507 2.105 0.824 0.5895
N -0.926 1.905 -0.416 -0.8482
N -1.592 3.309 1.288 -0.8605
H -2.331 1.035 2.333 0.3702
H -1.788 0.027 0.973 0.4333
H -1.132 1.008 -0.852 0.4083
H -1.041 2.705 -1.014 0.3760
H -1.964 3.294 2.227 0.3102
C 1.928 -2.107 -1.575 -0.6167
C 1.619 -0.940 -0.638 -0.4090
C 0.593 -1.271 0.454 -0.5034
S -1.083 -1.639 -0.264 -0.7059
H 2.603 -2.843 -1.133 0.1798
H 2.390 -1.726 -2.493 0.1829
H 0.996 -2.584 -1.877 0.2333
H 2.570 -0.592 -0.215 0.1715
H 1.161 -0.127 -1.204 0.2011
H 0.483 -0.389 1.088 0.1918
H 0.904 -2.129 1.052 0.1772

***

Record 3
51
Properties=species:S:1:pos:R:3:nbo_charge:R:1 method="wB97M-V/def2-TZVPD" total_charge=+1 total_energy_ha=-1055.8370 de_lowest_kj_mol=384.85 homo_lumo_gap_ha=0.395 homo_energy_ev=-13.2
C -1.413 -0.154 2.430 -0.0876
O -0.583 -1.227 2.836 -0.7742
C -0.707 0.824 1.515 -0.0565
C -1.045 0.642 -0.055 -0.2549
C -0.090 -0.296 -0.713 -0.6480
C -0.931 1.964 -0.787 -0.4136
C -1.655 1.826 -2.151 -0.6132
N 0.698 1.158 1.829 -0.7450
H -1.403 0.363 3.388 0.1847
H -2.540 -0.529 2.112 0.2350
H -0.609 -2.005 2.311 0.4984
H -1.323 1.806 1.780 0.2168
H -2.071 0.364 -0.222 0.2587
H -0.586 -1.366 -0.906 0.2203
H 0.266 0.159 -1.622 0.2040
H 0.782 -0.667 -0.161 0.2255
H -1.710 2.572 -0.253 0.2088
H 0.046 2.381 -0.864 0.2104
H -0.960 2.161 -2.916 0.2117
H -2.551 2.399 -2.177 0.2185
H -2.057 0.896 -2.145 0.2011
H 0.893 1.399 2.816 0.4381
H 0.954 2.011 1.208 0.4918
H 1.396 0.388 1.683 0.4645
H 3.002 2.802 -1.716 0.4946
H 1.788 3.051 -2.615 0.4663
O 2.350 3.396 -2.033 -0.9603
H 1.007 3.957 -0.059 0.4963
H 2.440 3.590 0.192 0.5103
O 1.522 3.425 0.487 -0.9458
H -4.487 -0.837 0.391 0.4772
H -4.994 0.486 -0.011 0.4743
O -4.285 0.105 0.418 -0.9430
H 1.120 -2.069 2.334 0.4709
H 1.127 -2.837 1.032 0.4886
O 1.597 -2.266 1.606 -0.9575
H 4.527 0.019 2.101 0.4917
H 3.421 -0.695 2.884 0.4872
O 3.532 0.117 2.399 -0.9709
H 0.343 -4.597 -1.732 0.4753
H -0.399 -3.293 -2.092 0.4969
O -0.298 -4.020 -1.374 -1.0149
H -1.513 -4.296 1.337 0.4774
H -1.120 -3.684 0.196 0.4926
O -1.349 -3.395 1.023 -0.9721
H -1.186 -2.089 -3.655 0.5053
H 0.048 -3.149 -3.921 0.5023
O -0.276 -2.354 -3.384 -0.9444
H 2.583 0.380 -1.518 0.4837
H 3.550 0.324 -0.266 0.4962
O 3.150 0.858 -0.961 -0.9738

***

Record 4
45
Properties=species:S:1:pos:R:3:nbo_charge:R:1 method="wB97M-V/def2-TZVPD" total_energy_ha=-1858.3986 smiles="Cc1ccccc1Cn1nc(C)c(NC(=O)[C@@]2(C)CC2(Cl)Cl)c1C" homo_lumo_gap_ha=0.331 homo_energy_ev=-8.4
C 3.232 0.875 -1.412 -0.6392
C 3.694 -0.358 -0.700 0.0094
C 4.372 -1.344 -1.409 -0.2098
C 4.812 -2.502 -0.795 -0.2011
C 4.583 -2.691 0.556 -0.2226
C 3.906 -1.722 1.272 -0.1935
C 3.455 -0.558 0.662 -0.0502
C 2.725 0.470 1.492 -0.2358
N 1.414 0.783 0.984 -0.1627
N 1.114 2.036 0.643 -0.2804
C -0.136 2.035 0.215 0.1380
C -0.802 3.268 -0.271 -0.6486
C -0.655 0.724 0.291 0.0581
N -1.927 0.265 -0.096 -0.6276
C -3.082 0.846 0.299 0.6930
O -3.134 1.837 0.996 -0.6012
C -4.362 0.222 -0.243 -0.1695
C -5.544 1.139 -0.005 -0.5942
C -4.361 -0.622 -1.503 -0.4241
C -4.604 -1.265 -0.179 -0.0589
Cl -6.213 -1.872 0.196 0.0196
Cl -3.397 -2.362 0.484 0.0056
C 0.374 -0.058 0.795 0.1408
C 0.427 -1.512 1.094 -0.6537
H 3.367 1.764 -0.800 0.2300
H 2.170 0.803 -1.648 0.2279
H 3.776 1.001 -2.345 0.2152
H 4.558 -1.196 -2.463 0.2093
H 5.337 -3.252 -1.369 0.2137
H 4.926 -3.588 1.049 0.2141
H 3.727 -1.869 2.328 0.2066
H 2.639 0.111 2.524 0.2072
H 3.272 1.417 1.501 0.2441
H -0.107 4.100 -0.211 0.2283
H -1.130 3.141 -1.303 0.2122
H -1.681 3.474 0.338 0.2513
H -1.949 -0.667 -0.481 0.4054
H -6.456 0.725 -0.424 0.2165
H -5.344 2.104 -0.463 0.2299
H -5.677 1.298 1.062 0.2371
H -5.208 -0.524 -2.167 0.2410
H -3.433 -0.825 -2.016 0.2311
H 0.831 -1.680 2.091 0.2260
H -0.572 -1.938 1.051 0.2275
H 1.065 -2.035 0.381 0.2343

***

Record 5
63
Properties=species:S:1:pos:R:3:nbo_charge:R:1 method="wB97M-V/def2-TZVPD" spin_multiplicity=2 total_charge=+2 total_energy_ha=-3084.8835 de_lowest_kj_mol=0.00 homo_lumo_gap_ha="0.228 / 0.221" homo_energy_ev="-13.2 / -13.1" s2=0.875
C 3.357 -3.076 0.339 -0.1930
C 2.680 -1.895 0.024 -0.0671
C 1.630 -1.963 -0.934 0.1561
C 1.292 -3.183 -1.538 -0.0177
C 1.966 -4.350 -1.177 -0.1770
C 2.991 -4.294 -0.239 -0.1718
C 0.173 -3.161 -2.537 -0.4723
C 0.190 -1.907 -3.358 0.0691
C 0.589 -0.732 -2.704 0.0638
C 0.654 0.493 -3.416 -0.0386
C 0.255 0.518 -4.753 -0.1951
C -0.180 -0.649 -5.388 -0.1749
C -0.205 -1.857 -4.693 -0.2040
H 4.174 -3.025 1.062 0.2279
H 1.676 -5.290 -1.647 0.2359
H 3.524 -5.202 0.052 0.2421
H 0.236 -4.034 -3.187 0.2485
H 0.296 1.471 -5.281 0.2269
H -0.489 -0.596 -6.430 0.2409
H -0.524 -2.776 -5.185 0.2351
N 0.947 -0.810 -1.349 -0.6178
V 0.047 0.361 0.019 0.8966
C 3.076 -0.575 0.667 -0.7031
H 3.395 0.162 -0.087 0.2555
H 3.906 -0.737 1.366 0.2542
C 1.194 1.751 -2.766 -0.7336
H 2.241 1.636 -2.435 0.2619
H 1.146 2.596 -3.465 0.2623
P 1.706 0.201 1.640 0.8373
P 0.213 2.273 -1.309 1.1501
C -1.190 3.196 -1.997 -0.9645
H -1.766 3.619 -1.163 0.2659
H -0.814 3.985 -2.662 0.2638
H -1.829 2.505 -2.557 0.2606
C 1.221 3.550 -0.505 -0.9721
H 1.250 4.421 -1.173 0.2688
H 0.778 3.842 0.455 0.2596
H 2.244 3.192 -0.335 0.2519
C 1.429 -1.044 2.937 -0.9239
H 2.369 -1.314 3.433 0.2688
H 0.720 -0.648 3.672 0.2487
H 0.996 -1.942 2.484 0.2613
C 2.455 1.614 2.501 -0.9234
H 1.661 2.155 3.030 0.2570
H 3.209 1.274 3.222 0.2647
H 2.921 2.295 1.780 0.2573
H -0.790 -3.202 -1.982 0.2346
H -0.946 0.981 -1.099 -0.1040
S -1.353 1.828 1.342 -0.2413
C -2.600 1.092 2.312 0.3866
N -2.375 0.962 3.627 -0.5563
C -3.477 0.833 4.586 -0.2265
C -4.529 -0.077 3.981 -0.4330
C -4.970 0.428 2.619 -0.2239
N -3.792 0.762 1.808 -0.5429
H -1.502 1.378 3.934 0.4258
H -3.885 1.835 4.792 0.2168
H -3.061 0.429 5.514 0.2406
H -5.383 -0.165 4.659 0.2622
H -4.115 -1.089 3.877 0.2250
H -5.597 1.323 2.719 0.2226
H -5.548 -0.330 2.085 0.2400
H -3.888 0.960 0.815 0.4310

***

Record 6
17
Properties=species:S:1:pos:R:3:nbo_charge:R:1 method="wB97M-V/def2-TZVPD" total_energy_ha=-346.8914 de_lowest_kj_mol=351.88 smiles="CCO[C@@H](C)C=O" homo_lumo_gap_ha=0.388 homo_energy_ev=-9.5
C -1.211 0.408 -1.763 -0.6535
C 0.039 1.220 -0.873 -0.0557
O 0.154 0.909 0.509 -0.5205
C 0.853 -0.309 0.785 -0.0057
C 0.818 -0.587 2.271 -0.6247
C 0.070 -1.269 -0.060 0.3989
O 0.280 -1.290 -1.248 -0.5038
H -2.036 0.639 -1.095 0.1982
H -1.221 0.964 -2.695 0.2046
H -1.471 -0.633 -2.104 0.2363
H 1.071 1.259 -1.288 0.1761
H -0.379 2.231 -0.879 0.1894
H 1.881 -0.250 0.397 0.1802
H 1.322 -1.537 2.489 0.2175
H 1.319 0.211 2.827 0.2281
H -0.219 -0.658 2.614 0.2161
H -0.853 -1.701 0.381 0.1185